*w*
Formula: C4H12N3
Source: the Open Molecules 2025 dataset
Level of theory: ωB97M-V/def2-TZVPD

Results
net charge = +1
lowest unoccupied orbital energy = -2.660 eV
structure (SMILES) = N/C=[NH+]/CCCN
HOMO-LUMO gap = 10.80 eV

Positions of all 19 atoms, in Å:
C -1.44794 1.00530 -0.62230
C -1.23425 -0.36849 -1.24216
C -0.79862 -1.43914 -0.00248
N 2.49415 -0.14487 1.18955
C 1.47902 -0.98630 1.03185
N 0.37453 -0.70583 0.53428
N -0.22522 1.65106 -0.22143
H -1.97292 1.71095 -1.38481
H -2.12919 0.88857 0.29285
H -0.44786 -0.28557 -1.98514
H -2.07996 -0.72012 -1.72426
H -0.29999 -2.41723 -0.43980
H -1.60810 -1.38451 0.74770
H 3.41992 -0.50212 1.42922
H 2.45748 0.86428 0.97092
H 1.63772 -2.01181 1.55209
H 0.51974 0.49517 0.63369
H 0.26180 1.72125 -1.07090
H -0.40030 2.62939 0.31113



*x*
Formula: C4H12N3
Source: the Open Molecules 2025 dataset
Level of theory: ωB97M-V/def2-TZVPD

Results
net charge = +1
lowest unoccupied orbital energy = -3.005 eV
HOMO-LUMO gap = 10.21 eV

Positions of all 19 atoms, in Å:
C -1.53720 0.99904 0.08670
C -1.36008 -1.02725 0.25045
C 1.58639 1.21954 0.10105
C 1.49434 -1.21910 -0.11829
N -2.27721 -0.09824 -0.52202
N -0.49596 0.07061 0.57740
N 0.78963 0.04770 -0.35305
H -1.11929 1.59415 -0.61305
H -2.09063 1.42580 0.88371
H -1.74814 -1.46595 1.31233
H -0.97857 -1.76716 -0.35367
H 1.74673 1.29323 1.24833
H 2.52177 1.30570 -0.52462
H 0.84490 2.11092 0.07810
H 1.26791 -1.98133 -0.81985
H 2.61940 -1.04367 -0.22731
H 1.43212 -1.49283 0.93421
H -3.29660 -0.06807 -0.53627
H 0.60051 0.09689 -1.40415



How far above the most stable structure does each one sit? In hartree: *w* 0.0000; *x* 0.0767.